Record 1
A structure of composition C23H26CdF10N3Sb in a non-equilibrium geometry, computed with ωB97M-V with the def2-TZVPD basis set.

## Properties
strongest force on any atom: 3.79 eV/Å
energy relative to the best compared isomer or geometry (same formula, charge and spin): 28.3 kJ/mol
LUMO: 0.07 eV
total energy: -67014.9584 eV
total charge: 0

```
64
Properties=species:S:1:pos:R:3:forces:R:3
Cd 8.07584 12.12632 9.42088 0.21 0.29 -0.13
C 6.34988 15.05905 8.55726 0.64 -0.24 0.21
N 6.96294 13.81691 8.00052 0.13 0.91 0.68
C 8.01702 14.22268 7.08247 0.83 1.11 -0.60
C 9.42495 14.17994 7.71404 0.08 -2.56 -0.55
N 9.77218 12.78110 8.20285 -0.16 0.25 0.00
C 10.44193 11.80473 7.46349 -1.00 3.64 -0.37
C 10.65101 10.55716 7.97250 -0.04 -1.41 1.19
F 10.12502 10.22792 9.17922 -0.16 0.31 0.33
C 11.40934 9.57500 7.39786 0.16 -1.55 0.95
F 11.59553 8.41182 8.09033 -0.22 0.83 -0.77
C 11.94138 9.76399 6.15694 0.09 -0.28 -0.52
F 12.49592 8.81484 5.41068 0.38 -0.52 0.18
C 11.73732 10.98790 5.59726 -0.30 1.43 -1.57
F 12.14401 11.21768 4.32694 0.18 -0.24 0.43
C 11.02823 12.00325 6.20259 0.50 -0.48 0.34
F 11.01926 13.19951 5.58295 -0.26 -0.12 -0.02
C 5.92752 12.98423 7.36997 -1.50 2.40 0.19
C 6.31788 11.58519 6.99573 -1.06 0.69 -0.05
N 6.81987 10.86902 8.17976 -0.65 0.62 -1.67
C 6.95354 9.53843 8.06341 -0.46 -1.49 1.56
C 7.29963 8.84447 9.26209 0.47 -1.71 -0.72
F 7.59067 9.47411 10.41598 -0.03 1.00 0.23
C 7.46860 7.46856 9.33576 0.56 -0.79 0.49
F 7.86629 6.85617 10.49885 -0.40 0.92 -0.78
C 7.27254 6.63678 8.24315 -0.76 1.11 0.54
F 7.29411 5.30881 8.37412 0.21 0.01 -0.21
C 6.78721 7.26678 7.10999 0.24 -0.94 -0.68
F 6.50328 6.45012 6.07240 -0.15 0.58 0.02
C 6.62632 8.63664 7.00219 0.40 0.93 0.66
F 6.16778 9.16650 5.85129 0.04 -0.43 -0.28
H 5.58974 15.40629 7.85642 -0.07 0.28 -0.06
H 7.11044 15.87713 8.70512 -0.69 -1.03 -0.09
H 5.87101 14.82836 9.50797 -0.06 0.11 0.07
H 7.86544 15.27643 6.71548 -0.15 -0.75 0.28
H 7.94384 13.61434 6.19388 0.40 -0.38 -0.26
H 9.45790 14.83022 8.56650 -0.09 0.33 0.67
H 10.16150 14.54455 7.01532 0.06 0.18 -0.25
H 5.47224 13.59659 6.49799 0.81 -1.13 0.71
H 5.08274 13.00191 8.09522 0.48 -0.47 -0.22
H 7.03071 11.69204 6.16575 -0.01 -0.61 0.04
H 5.30661 11.27174 6.58238 1.38 -0.58 0.38
C 5.30036 10.79276 12.66114 1.70 -0.42 0.62
C 6.12103 11.98620 13.19398 0.81 -0.20 -0.45
Sb 8.00685 12.38386 12.21922 0.02 -0.76 -0.10
C 8.75679 13.99991 13.36618 0.13 2.02 -1.46
C 9.26816 15.15554 12.38112 -1.51 1.18 1.65
C 9.36038 10.82742 12.92483 -0.22 0.44 -1.36
C 8.84526 9.76322 13.81700 -0.56 -1.64 1.34
H 4.77822 10.46640 13.54679 -0.55 -0.60 -0.05
H 5.94808 9.95764 12.27606 -0.71 0.75 0.41
H 4.60489 11.07802 11.89836 -0.30 0.18 -0.43
H 6.47212 11.86828 14.22137 -0.40 -0.22 0.07
H 5.53030 12.88585 13.14269 -0.09 0.47 0.06
H 9.61040 13.69528 13.92037 0.35 -0.64 0.85
H 7.91928 14.34474 13.98481 0.52 0.01 0.13
H 9.63321 14.72613 11.49755 0.59 -0.57 -1.38
H 10.06122 15.89477 12.72580 -1.04 -1.17 0.18
H 8.35847 15.75930 12.12253 0.88 -0.35 -0.04
H 10.27653 11.30206 13.27086 -0.15 0.21 0.24
H 9.61973 10.36878 11.97545 0.24 -0.12 -0.16
H 8.31523 10.07022 14.71194 -0.16 0.63 0.17
H 9.66723 9.17112 14.24255 0.03 0.04 -0.34
H 8.15609 9.02376 13.36567 0.42 0.52 -0.28
```
Forces are in eV/Å.


Record 2
The molecule C23H26Cl2N4O5S in a non-equilibrium geometry, computed with ωB97M-V with the def2-TZVPD basis set.

## Properties
strongest force on any atom: 1.15 eV/Å
energy relative to the best compared isomer or geometry (same formula, charge and spin): 0.0 kJ/mol
LUMO: 0.25 eV
SMILES: CCN(CC)S(=O)(=O)c1ccc2c(c1)nc(CCC(=O)OCC(=O)Nc1cc(Cl)cc(Cl)c1)n2C
total energy: -76352.9060 eV
total charge: 0

```
61
Properties=species:S:1:pos:R:3:forces:R:3
C 1.42722 -2.33429 0.98490 0.02 -0.16 0.25
H 0.48447 -1.89352 0.67187 -0.13 0.03 -0.06
H 2.21576 -2.00209 0.31524 0.01 -0.08 -0.15
H 1.34430 -3.41632 0.92008 0.01 -0.10 -0.07
C 1.75454 -1.93451 2.41664 0.08 -0.56 -0.39
N 1.75494 -0.48935 2.56500 0.80 0.57 -0.60
S 3.01219 0.27713 1.76148 -0.32 0.23 -0.28
O 3.29086 1.52593 2.41230 -0.24 0.05 0.19
O 4.11398 -0.61757 1.53458 -0.21 -0.19 -0.11
C 2.27367 0.68339 0.17622 0.06 -0.21 0.59
C 0.91417 0.87140 0.11583 -0.10 0.09 -0.19
C 0.38480 1.22480 -1.11937 0.73 0.09 -0.52
N -0.91593 1.42575 -1.50767 -0.41 0.25 -0.07
C -0.86803 1.74774 -2.77462 -0.11 0.29 0.28
N 0.39999 1.77618 -3.27100 -0.14 0.09 0.30
C 1.23145 1.42298 -2.23562 -0.10 -0.20 0.75
C 2.60485 1.23964 -2.15023 0.04 0.03 -0.04
C 3.11090 0.85840 -0.92337 0.20 -0.02 -0.05
H 4.16550 0.68100 -0.78699 0.16 -0.01 -0.10
H 3.25229 1.37684 -3.00197 0.11 -0.01 -0.07
C 0.80266 2.00891 -4.62923 0.10 -0.13 -0.42
H 0.79877 1.07051 -5.18963 0.01 0.07 -0.01
H 0.12450 2.71692 -5.10381 0.05 0.01 0.01
H 1.80918 2.42445 -4.63781 -0.07 0.05 -0.02
C -2.10147 1.97118 -3.57889 0.01 -0.05 -0.10
H -2.92835 2.03947 -2.87236 0.11 0.06 -0.02
H -2.04210 2.90664 -4.13768 -0.07 0.00 0.02
C -2.33510 0.79067 -4.54516 0.08 -0.14 0.06
C -1.73334 -0.46236 -3.94012 0.07 0.12 -0.63
O -0.70413 -0.96195 -4.31193 0.02 -0.04 -0.01
O -2.46682 -0.91372 -2.92167 -0.42 0.10 0.32
C -2.01730 -2.09286 -2.26483 0.35 -0.68 0.09
C -2.16659 -2.04680 -0.74198 -0.14 0.27 -0.57
O -2.28280 -3.08257 -0.12665 0.05 -0.29 0.04
N -2.12570 -0.80385 -0.21046 -0.01 0.36 -0.14
C -2.17040 -0.46051 1.13961 -0.05 -0.02 0.46
C -2.15384 -1.40399 2.16337 0.04 -0.20 0.05
C -2.16700 -0.96897 3.47756 -0.03 0.43 -0.29
C -2.20107 0.37654 3.80718 -0.02 -0.05 0.02
C -2.21826 1.29912 2.77217 0.03 -0.43 -0.12
C -2.20450 0.90033 1.44902 -0.07 0.02 0.09
H -2.19863 1.63079 0.65584 -0.02 0.09 -0.05
Cl -2.24115 2.98173 3.14544 0.00 0.25 0.05
H -2.20954 0.69701 4.83572 0.00 0.03 0.10
Cl -2.11585 -2.13818 4.74466 0.03 -0.18 0.20
H -2.12891 -2.45567 1.93358 0.00 -0.01 0.02
H -1.96288 -0.00431 -0.83261 -0.07 -0.26 0.03
H -2.59461 -2.94739 -2.63232 0.09 0.17 0.13
H -0.95956 -2.26407 -2.50580 -0.22 0.01 0.10
H -3.40219 0.64507 -4.70466 0.00 0.02 -0.05
H -1.84620 0.96408 -5.50333 -0.02 -0.09 0.06
H 0.30281 0.73973 0.99152 -0.12 -0.05 0.07
C 1.46967 0.02992 3.88913 0.12 0.41 0.54
C 2.50127 -0.36346 4.94218 -0.20 0.03 -0.21
H 3.48571 -0.03208 4.62097 0.12 0.02 0.09
H 2.51910 -1.44116 5.08678 0.04 -0.11 0.07
H 2.26044 0.11147 5.88970 0.01 0.01 0.13
H 0.47257 -0.31836 4.17373 0.06 0.05 -0.12
H 1.45016 1.11563 3.78692 -0.19 -0.06 0.20
H 0.99628 -2.33365 3.09435 0.04 0.10 0.04
H 2.73323 -2.34780 2.68824 -0.18 -0.07 0.12
```
Forces are in eV/Å.


Record 3
The molecule C23H26FN3O2 in a non-equilibrium geometry, computed with ωB97M-V with the def2-TZVPD basis set.

## Properties
strongest force on any atom: 1.04 eV/Å
energy relative to the best compared isomer or geometry (same formula, charge and spin): 193.0 kJ/mol
LUMO: 0.78 eV
SMILES: COc1ccc(-n2cc(CN3CCC(OC)CC3)c(-c3cccc(F)c3)n2)cc1
total energy: -35555.0324 eV
total charge: 0

```
55
Properties=species:S:1:pos:R:3:forces:R:3
C 7.92972 1.19904 -0.14522 0.16 -0.11 -0.03
H 7.89934 0.70803 -1.12319 0.00 0.00 0.04
O 6.75709 1.93778 0.09889 -0.23 0.16 0.05
C 5.56865 1.27781 0.13902 -0.22 -0.02 0.02
C 5.40619 -0.09242 -0.04290 0.29 0.28 0.00
C 4.14585 -0.65457 0.02290 -0.37 0.07 0.07
C 3.02669 0.13267 0.26852 1.00 0.18 -0.11
C 3.18564 1.50558 0.44518 -0.08 -0.25 -0.03
C 4.44193 2.06616 0.38217 0.30 -0.08 -0.03
H 4.58020 3.12694 0.51693 0.00 0.13 0.02
H 2.33429 2.14168 0.62544 -0.10 0.07 0.02
N 1.77067 -0.47822 0.32569 -1.03 -0.14 0.10
C 0.58254 0.06288 0.69063 -0.21 -0.28 0.03
C -0.36794 -0.92678 0.60233 0.26 -0.07 -0.07
C 0.35353 -2.06846 0.16498 0.21 0.90 0.26
N 1.63446 -1.76235 0.00453 0.23 -0.60 -0.16
C -0.12218 -3.41527 -0.11491 -0.04 -0.51 -0.19
C -1.19611 -3.96629 0.57955 0.02 -0.06 -0.05
C -1.60708 -5.24699 0.26739 0.02 -0.06 -0.09
C -0.98951 -6.00910 -0.70628 -0.16 0.02 0.19
C 0.08974 -5.46004 -1.38018 -0.01 0.01 0.04
C 0.51974 -4.18022 -1.08975 0.01 0.11 0.02
H 1.35961 -3.74790 -1.60981 0.07 0.03 -0.08
H 0.59381 -6.03979 -2.13876 0.04 -0.04 -0.06
H -1.34555 -7.00473 -0.91783 -0.06 -0.09 0.00
F -2.65248 -5.77417 0.94597 0.12 0.06 -0.07
H -1.69199 -3.42808 1.37053 -0.08 0.04 0.09
C -1.82943 -0.76812 0.86220 -0.04 0.04 0.06
N -2.25265 0.59555 0.59148 -0.03 -0.08 0.07
C -3.55065 0.89473 1.16262 -0.07 0.18 0.18
C -3.86536 2.37943 1.01168 -0.20 -0.03 -0.28
C -3.85395 2.77499 -0.46870 0.28 -0.11 0.12
C -2.51038 2.36527 -1.06784 -0.40 -0.07 -0.03
C -2.25351 0.88292 -0.83100 0.15 0.25 -0.17
H -1.27888 0.60796 -1.23999 -0.11 -0.02 -0.04
H -3.02413 0.28581 -1.35607 0.07 -0.03 0.04
H -1.73045 2.95632 -0.58817 0.08 0.05 0.01
H -2.50062 2.58537 -2.13538 0.00 0.03 -0.03
O -4.00234 4.16689 -0.67611 0.24 -0.10 -0.05
C -5.29562 4.66473 -0.45414 -0.07 0.01 0.05
H -5.57412 4.63627 0.60537 -0.02 0.02 -0.03
H -5.28570 5.70010 -0.79040 -0.10 -0.01 0.04
H -6.04214 4.10321 -1.03047 0.00 0.03 0.01
H -4.66915 2.24155 -0.99022 0.08 0.04 0.03
H -3.10715 2.96676 1.53122 0.01 0.04 0.04
H -4.83795 2.58741 1.46071 -0.01 0.03 0.04
H -3.52884 0.63661 2.22485 -0.05 -0.05 -0.07
H -4.35157 0.29989 0.68235 0.05 -0.03 0.06
H -2.03297 -0.97583 1.91918 -0.11 -0.04 -0.10
H -2.39667 -1.49938 0.25715 0.01 0.05 0.11
H 0.46306 1.08307 0.98578 0.02 0.25 0.04
H 4.00814 -1.71482 -0.11501 0.03 -0.05 -0.01
H 6.25198 -0.73311 -0.23432 0.09 -0.04 -0.01
H 8.74201 1.92394 -0.13225 -0.02 -0.09 -0.01
H 8.10220 0.44932 0.63364 -0.01 0.02 -0.04
```
Forces are in eV/Å.


Record 4
A structure of composition C23H26MnN4S, computed with ωB97M-V with the def2-TZVPD basis set.

## Properties
strongest force on any atom: 0.20 eV/Å
energy relative to the best compared isomer or geometry (same formula, charge and spin): 0.0 kJ/mol
LUMO (spin up / spin down): -1.08 / -1.29 eV
total energy: -72386.3160 eV
total charge: 0
multiplicity: 6
⟨S²⟩: 8.774

```
55
Properties=species:S:1:pos:R:3:forces:R:3
Mn -0.34451 -1.06125 -0.49978 -0.17 -0.03 0.03
C 2.47657 1.13601 -2.92592 0.03 0.01 -0.01
C 3.23538 0.40015 -1.81341 -0.04 -0.01 0.02
C 2.70259 -1.01537 -1.51268 0.00 0.01 0.01
N 1.78491 -1.08179 -0.38270 0.17 0.00 0.03
C 2.27679 -1.02609 0.84537 -0.06 -0.02 0.00
C 3.66100 -0.90444 1.10487 0.09 0.01 0.06
C 4.39187 -0.77781 2.27738 -0.04 -0.01 -0.07
C 3.98444 -0.67727 3.59242 0.01 0.01 0.06
C 2.66501 -0.71315 4.02315 0.01 0.00 -0.03
C 1.50239 -0.91448 3.31208 0.02 0.01 0.03
C 1.24922 -1.15322 1.93422 -0.02 0.01 0.00
N 0.05022 -1.46391 1.50360 0.01 -0.08 -0.02
C -1.05015 -1.71942 2.41347 -0.02 -0.01 0.04
C -2.16803 -2.49023 1.70822 0.03 -0.03 -0.03
C -3.12013 -1.65041 0.84481 -0.02 -0.02 -0.01
N -2.40348 -0.67982 0.04249 -0.02 -0.01 0.13
C -2.89025 0.50769 -0.23320 0.00 0.01 -0.12
C -4.15006 0.97640 0.22006 -0.04 0.00 -0.04
C -4.88972 2.09945 -0.09739 0.03 0.02 -0.01
C -4.65175 3.11666 -1.00914 -0.06 0.01 0.03
C -3.50247 3.25226 -1.76968 0.05 -0.05 0.00
C -2.33447 2.51470 -1.75530 -0.06 0.08 0.00
C -1.93440 1.38668 -0.99633 -0.04 -0.08 0.02
N -0.69396 0.96047 -0.95556 0.02 0.02 -0.11
C 0.41948 1.72520 -1.48319 0.05 0.05 -0.01
C 0.95658 1.11895 -2.78636 -0.04 -0.03 0.02
H 2.73264 0.67858 -3.88695 0.01 0.01 0.00
H 2.83806 2.16758 -2.97604 -0.01 0.01 0.01
H 3.20912 0.97799 -0.88748 0.01 0.00 -0.01
H 4.28878 0.34218 -2.09957 0.00 0.00 -0.02
H 3.53602 -1.71117 -1.36929 0.00 0.00 0.00
H 2.16809 -1.38190 -2.39403 -0.01 -0.02 -0.01
H 4.28739 -0.89946 0.22472 -0.03 0.00 -0.02
H 5.46452 -0.72224 2.11804 0.00 0.00 0.01
H 4.75030 -0.54179 4.34515 0.00 0.00 -0.01
H 2.51861 -0.56996 5.08935 -0.01 0.00 0.00
H 0.60989 -0.88993 3.92181 -0.01 0.00 -0.01
H -1.44572 -0.78008 2.82430 0.00 0.01 0.01
H -0.70560 -2.31938 3.26319 0.00 0.00 0.00
H -2.77215 -2.99651 2.46523 -0.01 -0.03 -0.03
H -1.70175 -3.27989 1.10986 0.03 0.03 -0.02
H -3.86483 -1.20003 1.50539 0.10 0.06 0.04
H -3.67240 -2.33101 0.18392 -0.08 0.03 0.04
H -4.64298 0.33140 0.93276 0.01 -0.02 -0.02
H -5.83420 2.17025 0.43385 0.00 -0.01 0.00
H -5.43017 3.85757 -1.13819 0.01 0.01 -0.01
H -3.49832 4.08102 -2.47117 0.00 0.00 0.00
H -1.57865 2.87330 -2.44251 0.00 -0.01 0.01
H 1.20249 1.68483 -0.72215 0.00 -0.01 -0.01
H 0.18111 2.78283 -1.62075 0.01 -0.01 0.03
H 0.49678 1.61446 -3.64553 0.02 -0.01 -0.02
H 0.61427 0.07920 -2.83493 -0.01 0.01 0.00
S -0.39090 -3.32314 -3.41024 -0.05 -0.06 -0.04
C -0.58345 -2.56073 -2.12021 0.12 0.14 0.07
```
Forces are in eV/Å.


Question: Which value of total charge does entry 2 give?
Answer: 0